The following is a DFT calculation (ωB97M-V with the def2-TZVPD basis set) of a 10-piece molecular cluster, C18H38N4O22 overall in a non-equilibrium geometry.

* relative energy (zero: lowest compared OMol25 entry of this formula, charge and spin): 91.20 kcal/mol
* max |F|: 6.71 eV/A
* total charge: -2
* total energy: -2582.85659 hartree
* LUMO: 2.5594 eV

```
82
Properties=species:S:1:pos:R:3:forces:R:3
O -2.14729 4.17657 2.63805 -0.401 0.597 -1.397
O -0.98601 2.37766 3.10519 -2.079 1.988 -1.602
O -2.90636 -2.13813 -2.03430 -0.237 1.216 0.291
O 6.04750 -0.45586 -0.71053 -0.778 -0.311 -1.324
O -3.28138 -4.21058 -2.77582 0.202 -0.289 0.339
O -1.78319 -3.81038 -1.14366 0.157 0.488 0.054
O -1.52825 2.78290 0.94979 0.114 0.179 0.399
O 0.34517 -4.23108 -2.90093 1.809 0.662 -0.549
O -0.01026 4.22926 -1.14774 1.446 -1.220 -0.699
O 1.80806 -2.67606 -2.25507 0.848 0.630 2.210
O -0.90300 0.91617 4.71312 0.743 -2.318 1.025
O -3.61919 1.71756 -3.35747 -0.060 0.057 0.453
O 1.21632 -2.64450 2.35735 -0.225 1.680 -0.282
O 0.22869 -1.53950 -0.34932 0.130 2.264 -0.197
O -0.10525 0.51628 0.56250 -3.992 -1.427 -5.198
O -3.84764 0.31044 2.01268 1.418 0.156 -1.866
O -1.98345 -0.95955 2.30755 -4.543 -3.006 -1.651
O -3.64120 -0.85534 3.82504 1.631 -0.936 -0.100
O 0.65540 -3.96306 0.65688 0.097 -0.230 -0.296
O 2.02047 -3.40945 -4.27603 -0.207 -1.758 -0.105
O 1.57665 0.19531 -0.77620 0.854 0.274 -0.467
O 1.43043 -4.81749 2.58882 -0.349 -0.509 -0.733
N 2.01360 2.96964 -0.95569 -0.188 0.611 0.205
N -4.05633 0.43026 -1.44840 -0.208 2.413 -0.342
N -0.19515 -0.10268 2.71604 4.405 3.069 3.339
N 4.44556 -1.63783 -2.01857 0.738 2.001 -0.235
C -4.43584 1.44031 -2.53981 -0.285 -0.891 -0.625
C 4.45082 -0.58075 -3.12082 0.322 -1.012 -0.002
C -0.70125 -0.13033 4.17172 -0.178 0.951 -0.017
C 0.79765 0.98943 2.42606 2.823 -0.824 0.486
C -5.87561 1.93039 -2.58581 0.224 0.035 1.827
C -2.73984 0.85189 -0.78321 -0.292 -1.025 -0.833
C -0.89960 -1.48181 4.76426 1.208 -0.485 0.422
C 5.04616 -1.12034 -0.72997 0.805 -0.090 1.919
C 2.06889 2.98172 -2.45964 -0.627 0.589 1.542
C 4.35788 -1.55728 0.52837 -0.532 -0.182 -0.849
C 0.85888 3.83883 -0.42825 -1.571 2.031 1.109
C -3.18695 -0.48442 2.72720 -5.252 0.794 2.165
C 0.53271 -0.22804 -0.18829 0.011 0.423 -0.367
C 1.47232 -3.50449 -3.16335 -0.141 1.998 -1.850
C -2.71573 -3.40059 -2.04427 -1.548 -0.165 -1.570
C -1.58571 3.13021 2.30029 -0.770 1.391 2.525
C 1.09996 -3.82548 1.92132 1.173 -0.796 2.160
C 0.91659 4.33104 1.01087 0.763 -0.376 -0.983
H -0.98709 1.98447 1.02673 -0.204 -0.320 -0.829
H 3.47514 -1.91930 -1.89028 -2.018 -0.739 -0.003
H 1.15034 2.47043 -2.73781 0.480 -0.366 -0.545
H 0.02299 -2.05730 4.64221 0.185 0.032 -0.297
H 3.45889 -0.95100 0.66527 -0.195 0.077 -0.029
H 3.03339 2.57726 -2.74940 -0.343 -0.188 -0.355
H 2.89257 3.21723 -0.50882 0.051 0.713 -0.081
H -1.81087 -0.43201 1.51665 -1.600 -1.330 -1.909
H 0.61233 -3.03348 0.39711 -0.379 -0.195 -0.250
H 3.83003 -0.98365 -3.92035 -0.068 0.000 0.073
H 5.00679 -1.43044 1.39051 0.039 -0.114 -0.178
H -6.45368 1.60743 -3.44749 0.413 0.135 -0.197
H 4.91293 -2.49203 -2.31184 0.172 -0.069 -0.166
H 0.11171 -3.77742 -2.07885 -0.974 -0.909 0.467
H 3.97209 -2.57137 0.40374 0.009 -0.100 0.292
H -5.84361 3.01017 -2.43538 0.036 0.122 -0.700
H -2.00996 0.90168 -1.58793 0.035 -0.249 0.102
H 1.93936 4.65929 1.20770 0.121 -0.365 0.492
H -1.57433 -2.90770 -0.85763 0.621 -0.220 0.961
H -2.81737 1.82231 -0.29760 -0.428 -0.312 0.119
H 1.93848 4.03861 -2.68653 0.299 -0.127 -0.539
H -2.56148 0.02473 -0.09869 0.160 0.474 -0.197
H -1.67784 -2.10322 4.32012 -0.136 0.542 0.266
H 0.22815 -1.00911 2.48323 0.097 -0.608 -0.059
H 0.52351 3.54829 1.66451 0.558 0.307 0.216
H 0.28159 1.94534 2.34900 0.854 -0.947 0.758
H 5.47878 -0.44881 -3.45094 -0.069 0.067 0.043
H 1.04899 0.76736 1.38795 2.431 0.537 2.331
H -6.40652 1.62743 -1.68119 -0.073 -0.403 -0.110
H 1.64214 1.02606 3.10805 -0.117 -0.201 0.567
H -4.00766 -0.49258 -1.89531 0.870 -1.200 0.008
H 0.27935 5.20904 1.08347 -0.264 -0.265 -0.083
H 0.90616 -1.68935 -1.03560 0.155 -1.776 -0.932
H 4.04565 0.35862 -2.75581 -0.087 -0.268 0.278
H -1.05422 0.01569 2.16283 3.496 1.886 2.065
H -0.97867 -1.30192 5.83530 -0.627 -0.200 -0.036
H 1.91012 2.02010 -0.57812 -0.932 -1.833 -0.211
H -4.77345 0.41827 -0.72867 -0.024 -0.235 0.338
```
Positions in Å, forces in eV/Å.

The following is a DFT calculation (ωB97M-V with the def2-TZVPD basis set) of C18H38N5OPSSbSe5Tc as an isolated structure in a non-equilibrium geometry.

* relative energy (zero: lowest compared OMol25 entry of this formula, charge and spin): 124.61 kcal/mol
* max |F|: 5.35 eV/A
* total charge: +2
* total energy: -14124.83569 hartree
* LUMO: -7.6490 eV

```
71
Properties=species:S:1:pos:R:3:forces:R:3
Sb -0.74037 -3.79729 -1.86400 -1.406 -1.488 -3.349
Tc 0.52053 -0.40073 1.18033 -3.076 0.248 2.553
Se -1.30780 -0.38343 2.42839 0.452 -0.005 0.440
Se -3.00105 -4.44316 -1.86540 0.249 0.465 0.184
Se 0.78043 -3.99486 -3.65006 -0.014 0.372 0.349
Se 0.29460 -4.13405 0.29962 1.552 -4.389 2.635
Se -0.05186 -2.05552 0.06021 -1.418 -0.404 -4.586
S 0.24377 1.10162 -0.57805 -0.062 0.578 -0.800
P 2.27939 -1.38985 2.40328 0.070 -1.626 0.646
O 1.51960 1.02315 1.70534 3.203 4.101 0.801
N -2.11458 0.50802 -1.69745 0.079 -0.329 -0.702
N 2.69392 -2.31466 4.91103 -0.083 -0.380 0.915
N 4.04426 -3.28098 3.20226 0.585 -0.631 -0.003
N -0.25967 0.12330 -3.01706 0.234 0.053 -0.145
N 4.47262 -1.03947 3.94672 0.671 0.173 0.288
C -0.81685 0.56348 -1.90721 0.374 -0.575 0.817
C -2.86345 0.99515 -0.55642 -0.353 0.228 0.805
C -3.71018 0.33265 -6.67826 0.071 -0.165 0.046
C 1.39708 2.14659 2.17717 -0.091 2.075 0.898
C 3.69727 -0.35357 2.96356 0.005 0.913 -0.543
C 2.51617 3.11768 2.08798 0.402 -0.351 -0.186
C 5.06016 -2.27192 3.44446 0.126 -0.074 -0.030
C 3.22165 -2.97984 2.07833 -0.428 -0.091 -0.956
C -4.38289 4.25191 -2.06998 0.212 -0.068 0.008
C 0.15382 2.56237 2.89076 -0.236 0.204 -0.135
C 1.63740 -1.83701 4.10296 -0.977 0.268 -0.019
C -3.31982 3.23061 -1.68530 -0.197 -0.040 0.054
C 3.28434 -3.54743 4.40798 -0.007 0.087 0.068
C -0.98118 -0.55047 -4.09258 -0.451 0.012 -0.392
C -1.87020 0.35600 -4.95142 -0.029 -0.421 -0.053
C 3.72062 -1.31629 5.15500 -0.076 -0.008 0.151
C -3.92038 2.00557 -0.99095 0.378 0.107 -0.144
C -2.76132 -0.51354 -5.84179 0.021 0.341 0.016
H -2.78799 2.92448 -2.59357 0.072 0.002 0.103
H -2.17170 1.47769 0.14662 -0.154 -0.238 -0.265
H -3.16143 1.00777 -7.33015 0.044 0.052 -0.099
H 4.32228 -0.10056 2.09603 -0.110 0.028 0.152
H -0.74423 2.33593 2.29962 0.329 -0.043 0.161
H -3.33158 -1.20958 -5.22151 -0.016 -0.048 0.034
H 0.74293 0.20826 -3.13654 -0.194 0.057 0.381
H -0.23387 -1.03488 -4.72552 -0.098 0.005 0.181
H 2.20518 3.97597 1.48513 -0.101 -0.006 0.080
H -1.58981 -1.35909 -3.65180 0.137 0.189 -0.069
H 5.59700 -2.07005 2.51313 0.016 -0.027 0.123
H 4.40296 -1.69380 5.91838 -0.030 0.054 -0.036
H 3.31636 0.58074 3.39884 0.097 -0.164 -0.144
H -3.92071 5.09205 -2.58212 -0.068 0.090 -0.049
H -2.59509 3.71103 -1.01918 0.094 -0.100 -0.035
H -4.33197 -0.30865 -7.29354 -0.119 0.010 -0.134
H 3.25023 -0.39533 5.51670 0.100 -0.114 0.019
H 2.75660 3.49374 3.08522 -0.031 0.060 -0.021
H -2.13157 -1.11571 -6.49607 0.049 -0.108 -0.038
H 0.83364 -2.58995 4.01221 0.260 0.307 -0.064
H 3.83857 -2.85530 1.17375 -0.216 -0.048 0.217
H 0.06792 2.02207 3.84303 0.021 -0.001 -0.200
H 1.20172 -0.92233 4.54058 0.025 -0.270 -0.148
H 2.52548 -3.81630 1.89943 0.188 0.399 0.009
H -2.50715 1.00440 -4.34230 0.056 0.070 0.046
H 2.49373 -4.27454 4.19599 0.124 0.060 0.070
H -1.25465 1.00509 -5.57683 0.038 0.068 0.104
H 5.76353 -2.65225 4.18732 -0.019 0.039 -0.055
H 0.15616 3.62599 3.10505 0.192 0.087 0.027
H -3.33307 0.13253 -0.05496 0.173 0.233 -0.119
H -5.12123 3.80939 -2.73256 -0.124 -0.011 -0.098
H -4.89616 4.63089 -1.19086 -0.093 0.052 0.093
H 3.39876 2.66444 1.62800 -0.140 0.101 0.100
H -4.62859 1.51275 -1.65768 -0.207 -0.004 -0.016
H 3.95055 -3.95404 5.16948 -0.020 -0.008 -0.037
H -4.46166 2.31614 -0.09597 -0.112 -0.051 -0.033
H -2.69406 0.17283 -2.46341 0.145 0.046 0.052
H -4.36309 0.93421 -6.04940 -0.089 0.052 0.078
```
Positions in Å, forces in eV/Å.

The following is a DFT calculation (ωB97M-V with the def2-TZVPD basis set) of C18H39BiO9P as an isolated structure.

* max |F|: 0.47 eV/A
* total charge: +3
* total energy: -1941.40727 hartree
* LUMO: -9.5422 eV

```
68
Properties=species:S:1:pos:R:3:forces:R:3
Bi 0.01132 -0.18571 0.90704 0.187 -0.216 -0.214
P -0.56122 -0.35002 -1.94458 -0.324 -0.084 0.329
O -1.05780 -1.02047 3.02409 -0.094 -0.112 -0.035
O 0.03948 -0.34126 -3.38799 0.189 -0.015 -0.125
O -2.36823 0.33761 1.04248 -0.026 0.071 0.018
O 0.04991 1.02519 -1.23459 0.111 0.186 -0.035
O 1.93735 0.79049 2.10496 0.083 0.155 -0.093
O 0.80554 -2.45674 1.61869 0.071 0.033 0.157
O -0.38183 2.12712 1.61380 -0.047 0.020 0.140
O 2.20950 -0.86555 -0.09242 0.058 -0.002 0.115
O -2.08990 -0.04364 -2.12211 -0.013 0.001 -0.161
C 1.90783 2.23645 2.24552 0.063 -0.101 0.009
C 2.40317 -0.84474 -3.77620 0.065 -0.021 -0.005
C -2.84828 0.10299 -3.39317 0.057 0.076 0.105
C -2.61577 1.75105 0.86938 -0.043 -0.091 -0.048
C -2.38972 -0.52102 3.31087 0.080 -0.037 0.042
C 0.56955 2.23691 -1.91651 -0.045 -0.056 0.106
C -3.15883 -0.38603 2.01832 0.005 0.052 -0.107
C 0.52432 -2.80103 2.99768 0.039 -0.029 -0.106
C 2.09551 -2.94200 1.18461 -0.089 -0.034 0.044
C -3.24658 -1.24504 -3.92420 -0.030 -0.043 -0.060
C -1.75552 2.55812 1.80722 0.119 0.031 -0.014
C 3.25335 0.25334 1.79447 -0.097 0.023 0.100
C -0.51194 2.98061 -2.64987 -0.012 0.039 -0.028
C 0.51440 2.62164 2.64033 -0.101 0.003 -0.059
C 3.33281 -0.05727 0.31928 -0.023 -0.057 -0.092
C 0.98847 -1.31406 -3.97123 -0.210 0.104 0.065
C 2.39126 -2.29874 -0.14443 0.006 0.086 -0.102
C -0.90174 -2.44182 3.27997 -0.057 0.080 0.019
H -2.22988 0.66723 -4.08659 0.001 -0.041 -0.044
H -3.67306 1.96659 1.02223 0.003 0.007 0.021
H -0.92099 2.39325 -3.47005 -0.002 -0.015 0.005
H 2.83788 -2.70246 1.94875 0.032 0.013 -0.028
H -3.70683 0.70599 -3.11070 -0.006 -0.003 -0.001
H 2.61228 2.53242 3.02339 -0.018 -0.003 0.022
H -2.01973 2.40948 2.85573 -0.045 0.002 -0.004
H 3.37484 -0.62997 2.41773 0.006 -0.017 -0.015
H -4.11073 0.12377 2.16776 0.002 0.000 0.038
H 4.26842 -0.56311 0.07629 0.003 -0.003 0.019
H 1.36736 1.89741 -2.57445 -0.014 0.011 -0.032
H -3.84364 -1.10851 -4.82669 -0.003 0.014 0.011
H 2.05401 -4.02730 1.07226 -0.002 -0.002 -0.004
H -3.36073 -1.35835 1.56879 0.000 -0.012 0.018
H -1.13494 -2.64371 4.32601 0.021 0.011 0.009
H -2.36597 1.95790 -0.17102 -0.004 0.015 0.002
H -1.82914 3.62181 1.57410 0.001 0.001 -0.015
H 4.01765 0.97585 2.08160 0.009 0.001 -0.018
H 0.67389 -3.87189 3.14367 -0.024 -0.009 -0.010
H 2.58010 0.09733 -4.29371 -0.014 0.003 0.006
H 0.42829 3.70723 2.70520 0.012 0.006 -0.021
H -1.58842 -3.00264 2.64158 0.017 -0.027 0.002
H 1.21277 -2.25067 3.64446 -0.020 -0.012 0.037
H -2.25944 0.42741 3.82857 -0.009 0.024 -0.030
H 3.40242 -2.53421 -0.47766 0.003 -0.007 0.013
H 2.19972 2.69706 1.29884 -0.010 0.028 0.008
H -1.31828 3.28172 -1.98074 -0.006 -0.005 -0.012
H 2.63548 -0.71978 -2.71615 -0.004 -0.004 0.013
H -2.37815 -1.84661 -4.19537 0.012 0.010 0.016
H 0.78321 -2.28537 -3.52046 0.058 -0.018 0.004
H -0.08427 3.88637 -3.08209 0.009 -0.005 0.010
H 3.27352 0.85345 -0.27873 0.012 0.015 0.015
H -3.85248 -1.79072 -3.20241 0.010 0.001 0.008
H 1.68639 -2.64625 -0.90031 -0.004 -0.021 0.011
H 0.99767 2.83137 -1.11075 -0.004 0.008 -0.003
H 3.08993 -1.58415 -4.18997 -0.009 0.008 -0.019
H 0.23080 2.17930 3.59862 0.038 0.013 0.022
H 0.70506 -1.34955 -5.01874 0.031 -0.048 -0.017
H -2.90147 -1.20406 3.98961 -0.006 0.001 -0.001
```
Positions in Å, forces in eV/Å.